Entry from the Open Molecules 2025 dataset: C37H46N4Sc as an isolated structure (ωB97M-V/def2-TZVPD).

XYZ file:
```
88
Properties=species:S:1:pos:R:3:forces:R:3:lowdin_charge:R:1
Sc 0.30939 -0.59279 0.45499 1.2 0.7 1.9 0.883
N -0.19047 -2.19970 1.83831 0.9 1.8 -0.7 -0.049
N 0.67456 -2.42454 -1.37784 -0.8 0.7 -2.9 -0.102
C 2.02431 1.41507 -0.46820 0.0 -0.4 1.2 -0.248
C 2.91723 0.34047 -0.18352 -0.9 0.2 0.8 -0.240
C 2.71467 -0.06296 1.17033 -0.4 1.2 0.0 -0.286
C 3.48239 -1.10238 1.91116 0.2 -0.3 0.3 -0.054
H 4.09749 -1.69562 1.22642 -0.1 0.0 0.1 0.070
H 2.81020 -1.79151 2.44081 0.1 0.1 -0.1 0.078
H 4.14898 -0.65192 2.66376 -0.1 -0.1 -0.2 0.081
C 1.76060 0.83363 1.76033 0.3 -0.1 -1.3 -0.309
C 1.45287 0.97629 3.20746 -0.2 0.0 0.4 -0.043
H 2.04521 1.78446 3.67186 -0.1 -0.2 -0.1 0.089
H 1.66289 0.05120 3.76084 -0.1 0.2 -0.1 0.083
H 0.39461 1.22944 3.34804 0.3 -0.1 0.0 0.033
C 1.28131 1.70354 0.71586 0.9 -0.7 0.3 -0.298
C 0.29577 2.80093 0.90078 -0.2 0.5 0.2 -0.056
H -0.60965 2.41808 1.38980 0.2 0.2 -0.2 0.037
H -0.00410 3.22345 -0.06501 0.0 0.0 0.1 0.075
H 0.70084 3.61762 1.51926 0.0 0.0 -0.2 0.082
C 4.00769 -0.16830 -1.05526 0.2 -0.4 -0.3 -0.050
H 4.96040 -0.20847 -0.50514 -0.2 0.0 -0.1 0.082
H 4.16300 0.47697 -1.92716 0.0 -0.1 0.1 0.063
H 3.80929 -1.18777 -1.41869 0.1 0.1 0.0 0.073
C 2.00159 2.26929 -1.68205 -0.2 0.2 -0.5 -0.040
H 0.97723 2.38922 -2.06056 0.2 0.1 -0.1 0.073
H 2.60218 1.84164 -2.49068 -0.1 0.1 0.1 0.059
H 2.39524 3.27835 -1.47322 -0.1 -0.2 0.0 0.090
C -1.10898 -2.43536 2.80613 -1.3 -1.2 0.9 -0.175
H -1.29582 -1.62624 3.52286 0.1 -0.5 -0.4 0.066
C -1.82948 -3.62058 2.84270 0.3 1.5 0.6 -0.122
H -2.58804 -3.75961 3.61510 0.2 0.1 -0.2 0.080
C -1.58954 -4.60628 1.88011 -1.0 -1.5 0.4 -0.171
H -2.17647 -5.52249 1.86242 0.1 0.1 0.1 0.070
C -0.58168 -4.41228 0.95661 1.3 2.0 -0.9 -0.072
H -0.29116 -5.15573 0.21624 -0.1 0.0 0.1 0.093
C 0.07917 -3.16583 0.90671 -1.0 -3.4 0.0 -0.356
C 1.07281 -2.83252 -0.10590 1.0 1.3 2.0 -0.233
H 2.08801 -3.23946 -0.03582 -0.4 0.1 -0.2 0.099
C 0.27572 -1.11415 -1.67975 1.9 -2.1 -1.0 -0.058
C 0.80924 -3.17484 -2.55586 -0.4 0.5 0.9 -0.025
H 1.09462 -4.20855 -2.54079 -0.1 -0.1 0.1 0.119
C 0.53954 -2.34787 -3.57084 0.5 0.5 -0.6 -0.069
H 0.52725 -2.53329 -4.63026 0.1 0.2 0.0 0.121
N 0.32838 -1.07414 -3.03557 -0.7 -0.6 -0.2 -0.032
C 0.42229 0.09716 -3.84411 0.0 0.4 -0.5 -0.135
C 1.61577 0.32599 -4.56044 -0.5 0.3 0.1 -0.200
C 1.68146 1.43885 -5.40808 -0.4 0.0 0.1 -0.012
H 2.59280 1.62563 -5.98275 -0.2 -0.1 0.2 0.117
C 0.60130 2.31444 -5.54390 -0.1 -0.2 0.2 -0.268
C 0.66748 3.48558 -6.48957 0.0 0.2 -0.1 -0.061
H 0.64424 4.44541 -5.95217 0.0 -0.3 -0.1 0.083
H -0.18665 3.48148 -7.18309 0.2 0.0 0.2 0.080
H 1.59282 3.44270 -7.07605 -0.2 0.1 0.1 0.071
C -0.56452 2.06776 -4.81163 0.3 -0.3 0.1 -0.008
H -1.42530 2.73040 -4.92057 0.2 -0.1 0.0 0.119
C -0.67581 0.95809 -3.96704 0.4 0.0 -0.4 -0.197
C -1.96829 0.65957 -3.28134 -0.5 0.2 0.1 -0.025
H -2.29372 -0.37577 -3.44886 0.2 0.2 0.1 0.096
H -2.73560 1.32321 -3.69326 0.0 -0.1 0.1 0.080
H -1.92944 0.83655 -2.19844 0.0 -0.1 -0.3 0.073
C 2.80784 -0.57570 -4.45189 0.6 -0.2 0.1 -0.043
H 2.76067 -1.40270 -5.17684 0.0 0.2 0.2 0.086
H 2.93376 -1.00547 -3.44885 -0.2 0.1 -0.3 0.063
H 3.72246 -0.00793 -4.67507 -0.2 -0.1 0.0 0.084
C -1.15203 0.38122 5.51528 0.2 0.0 -0.1 -0.091
N -2.45588 0.77152 4.90804 0.1 0.5 -0.1 -0.184
C -3.25415 1.52399 5.91552 0.0 0.0 -0.1 -0.308
C -2.32896 1.54253 3.56739 0.1 0.0 0.6 -0.093
C -2.61165 0.64155 2.40032 -1.1 -1.0 -0.5 -0.261
C -3.89606 0.05369 2.35654 0.3 0.3 0.0 -0.081
C -4.25995 -0.79150 1.30684 -0.3 0.0 0.1 -0.098
C -3.40801 -0.96974 0.22279 0.8 0.5 -0.2 -0.058
C -2.13821 -0.34002 0.25829 -2.1 -0.5 0.5 -0.198
C -1.70528 0.34325 1.38249 1.6 0.5 -0.3 -0.114
H -0.53861 1.28383 5.61392 -0.2 -0.2 0.0 0.091
H -0.64824 -0.35810 4.88990 -0.1 0.2 0.0 0.070
H -1.36273 -0.04560 6.49993 0.1 0.0 -0.2 0.057
H -2.97432 -0.09923 4.70551 0.0 0.1 0.0 0.112
H -2.73154 2.45781 6.14139 0.0 0.0 0.0 0.065
H -4.24410 1.73048 5.50499 0.0 0.0 0.0 0.042
H -3.33798 0.90354 6.81067 -0.1 0.0 0.1 0.012
H -3.06602 2.35981 3.64110 0.2 -0.4 -0.1 0.114
H -1.33338 2.00394 3.54751 -0.4 -0.3 0.0 0.100
H -4.61804 0.27133 3.15430 0.1 -0.2 -0.3 0.082
H -5.23233 -1.29133 1.33251 0.3 0.2 0.0 0.097
H -3.70098 -1.56480 -0.64368 0.0 0.1 0.2 0.102
H -1.50437 -0.40794 -0.64438 -0.4 -0.3 0.2 0.026
```
Forces are in eV/Å.

Properties
**2S+1**: 1
**E_HOMO (alpha / beta)**: -0.00465 / -0.04066 Ha
**Kohn-Sham gap (alpha / beta)**: 2.3488 / 3.3284 eV
**E_tot**: -65772.0468 eV
**Total charge**: -1

=====

Entry from the Open Molecules 2025 dataset: C37H47AsBiF4N6SbSi3 as an isolated structure (ωB97M-V/def2-TZVPD).

XYZ file:
```
100
Properties=species:S:1:pos:R:3:forces:R:3:lowdin_charge:R:1
Bi 0.08477 -0.10200 -0.39946 0.4 0.1 -0.4 1.622
C 3.74875 3.14048 -1.12408 0.0 0.0 0.0 -0.250
Sb 2.11929 1.84519 -1.54692 -0.2 0.0 0.3 1.372
C 1.66269 1.12805 0.53899 -0.2 0.4 0.0 -0.712
C 1.30063 2.14596 1.60291 0.0 -0.2 -0.1 -0.442
C 0.08997 2.17311 2.29534 0.0 -0.1 -0.1 -0.065
C -0.09269 3.08470 3.32221 0.0 0.0 0.0 -0.046
C 0.94163 3.94254 3.64952 0.0 0.0 0.0 -0.042
C 2.11578 3.84194 2.92071 0.1 0.0 -0.1 -0.112
N 2.29840 2.97463 1.92399 0.0 0.1 0.0 0.095
Si 3.05532 -0.01425 1.22955 -0.2 0.1 0.1 0.377
C 4.71748 0.79401 1.30825 0.2 0.1 -0.1 -0.170
C 3.15395 -1.53677 0.15634 0.0 -0.1 -0.1 -0.224
C 2.45540 -0.47948 2.92871 0.0 0.0 0.2 -0.156
C 0.35310 3.08357 -2.17704 -0.2 -0.1 0.1 -0.524
C -0.99451 2.74252 -1.59945 0.1 0.0 0.1 -0.379
C -2.12126 3.44614 -2.07242 0.1 0.0 -0.1 -0.052
C -3.37347 3.26923 -1.54413 -0.1 0.0 0.0 0.007
C -3.55462 2.35100 -0.51113 -0.1 0.0 0.0 -0.024
C -2.46951 1.62138 -0.12961 0.2 -0.1 -0.1 -0.152
N -1.22751 1.78988 -0.66108 0.0 0.0 -0.1 -0.102
Si 0.29627 2.53237 -4.04561 0.0 0.0 0.1 0.406
C -0.70907 3.65249 -5.13483 -0.1 0.1 -0.1 -0.154
C 2.01893 2.40619 -4.75432 0.1 0.0 0.0 -0.198
C -0.47068 0.82714 -4.03352 -0.1 -0.1 0.0 -0.185
Si 0.62364 5.00459 -1.96108 0.0 -0.1 -0.1 0.458
C 1.95462 5.59595 -3.11577 0.0 0.1 -0.1 -0.156
C -0.85791 6.07391 -2.34306 -0.1 0.2 0.0 -0.169
C 0.95912 5.35677 -0.17622 0.0 0.0 0.3 -0.157
H 4.48620 2.50313 -0.64199 0.0 0.1 0.0 -0.008
H 3.45802 3.94122 -0.45670 0.0 0.0 0.0 0.000
H 4.14689 3.50660 -2.06469 0.0 0.1 0.0 0.013
H -0.70212 1.47520 2.06201 0.0 0.0 0.0 0.057
H -1.02902 3.11595 3.86599 0.0 0.0 0.0 0.117
H 0.84824 4.66344 4.45008 0.0 0.0 0.0 0.115
H 2.95705 4.48847 3.14448 0.0 0.0 0.0 0.121
H 5.28285 0.62907 0.38632 0.0 0.0 0.1 0.042
H 5.28726 0.33680 2.12317 0.0 0.0 -0.1 0.052
H 4.64391 1.86359 1.50326 0.0 -0.1 0.1 0.025
H 3.16681 -1.30534 -0.91160 0.0 0.0 0.0 -0.007
H 2.34074 -2.24892 0.34181 0.0 0.0 0.0 0.010
H 4.08559 -2.06284 0.38688 -0.1 0.0 0.0 0.056
H 2.47820 0.38337 3.60030 0.0 -0.1 0.0 0.046
H 3.09421 -1.25579 3.36029 0.0 0.0 0.0 0.050
H 1.42845 -0.85949 2.90561 0.1 0.0 0.0 0.014
H -1.97363 4.15759 -2.86729 -0.1 -0.2 0.0 0.070
H -4.21073 3.83775 -1.92996 0.0 0.0 0.0 0.135
H -4.51459 2.19193 -0.04120 0.0 0.0 0.0 0.124
H -2.56655 0.85253 0.62702 0.0 0.0 0.0 0.085
H -0.47675 4.70800 -4.99559 0.0 0.0 0.0 0.024
H -1.78550 3.51063 -5.01826 0.0 0.0 0.0 0.045
H -0.46347 3.40644 -6.17228 0.0 0.0 0.0 0.053
H 2.67966 3.22327 -4.45815 0.0 0.0 0.0 0.022
H 1.93755 2.44818 -5.84497 0.0 0.0 0.1 0.053
H 2.49999 1.45900 -4.50267 0.0 0.0 0.0 0.017
H -1.42009 0.79552 -3.48820 0.0 0.0 0.0 0.036
H 0.21940 0.09356 -3.60130 0.0 0.0 0.0 -0.034
H -0.68346 0.50551 -5.05799 0.0 0.0 0.1 0.056
H 1.59233 5.59767 -4.14781 0.1 0.0 0.0 0.043
H 2.88305 5.03710 -3.08395 0.2 -0.1 0.0 0.009
H 2.19086 6.63293 -2.85770 0.0 0.0 0.0 0.057
H -1.26631 5.98059 -3.34919 0.0 0.1 0.0 0.035
H -0.48808 7.10047 -2.24401 0.0 0.0 0.0 0.059
H -1.66835 5.95887 -1.62124 0.1 0.1 0.0 0.046
H 1.91315 4.98389 0.18306 0.0 0.0 0.1 0.001
H 0.17278 4.92622 0.45427 0.0 0.0 0.0 0.045
H 0.94361 6.44103 -0.02643 0.0 -0.1 0.0 0.056
C 1.22726 -3.13706 -4.46481 0.1 0.1 -0.1 -0.311
As 0.94872 -2.62569 -2.61222 -0.3 -0.1 0.2 0.961
C -0.99129 -2.91114 -2.52436 0.0 0.0 0.0 -0.351
C 1.48320 -4.28522 -1.73897 0.0 0.0 0.0 -0.320
H 0.69701 -4.06645 -4.66505 0.0 0.0 0.0 0.036
H 2.29179 -3.27791 -4.64181 0.0 0.0 0.0 0.030
H 0.86058 -2.35510 -5.12746 0.0 0.0 0.0 0.019
H -1.25680 -3.83852 -3.03140 0.0 0.0 0.0 0.037
H -1.52407 -2.08452 -2.99779 0.0 0.0 0.0 0.010
H -1.31434 -2.99888 -1.48352 0.0 0.0 0.0 -0.010
H 0.97976 -5.12839 -2.21098 0.0 0.0 0.0 0.038
H 1.21177 -4.26683 -0.68247 0.0 0.0 -0.1 -0.003
H 2.56125 -4.41145 -1.82344 0.0 0.0 0.0 0.031
F -2.28390 -0.95659 4.32381 0.0 -0.1 0.0 0.126
C -2.49618 -2.18349 4.81143 0.1 0.0 -0.2 -0.129
C -2.97215 -2.32090 6.05420 -0.1 -0.1 0.2 -0.118
F -3.21794 -1.24071 6.76355 0.0 -0.1 0.0 0.172
C -3.23081 -3.63450 6.63721 0.2 0.0 -0.4 0.002
C -2.92630 -4.76617 5.76553 -0.1 0.0 0.3 -0.115
C -2.45729 -4.60826 4.51857 0.1 0.0 -0.1 -0.132
F -2.20590 -5.67865 3.78023 0.0 0.1 0.0 0.157
C -2.19959 -3.30567 3.95766 -0.1 0.0 0.1 0.004
C -1.70711 -3.14306 2.68975 0.1 0.0 -0.3 -0.109
C -1.40472 -1.87456 2.10866 0.1 -0.7 0.3 -0.088
N -1.04896 -0.96358 1.50567 -0.2 0.3 0.2 0.047
C -1.39976 -4.20622 1.76724 -0.1 0.2 0.0 -0.160
N -1.12760 -4.93030 0.91652 0.0 0.0 0.1 0.225
F -3.12237 -5.98448 6.21493 0.0 0.1 0.0 0.181
C -3.72222 -3.78930 7.88710 -0.3 -0.1 0.5 -0.082
C -3.98617 -5.06958 8.48685 0.1 0.2 0.0 -0.130
N -4.18478 -6.06012 9.03281 0.0 0.0 0.0 0.259
C -4.03340 -2.68439 8.75552 0.1 -0.2 -0.1 -0.132
N -4.27350 -1.84078 9.49642 0.0 0.0 0.0 0.253
```
Forces are in eV/Å.

Properties
**2S+1**: 1
**E_HOMO**: -0.48368 Ha
**Kohn-Sham gap**: 5.2659 eV
**E_tot**: -155774.3277 eV
**Total charge**: +2

=====

Entry from the Open Molecules 2025 dataset: C37H47MoN2O3P3S2 as an isolated structure (ωB97M-V/def2-TZVPD).

XYZ file:
```
95
Properties=species:S:1:pos:R:3:forces:R:3:lowdin_charge:R:1
Mo 0.83187 -0.39468 2.61371 0.0 0.3 -0.1 1.299
S 2.96621 0.80732 2.63803 0.1 0.0 0.0 0.490
P 1.99107 2.24140 1.56731 -0.1 0.2 -0.2 0.544
C 0.53312 1.35092 1.45542 0.1 -0.5 0.4 -0.728
P -1.09376 1.70096 1.81982 -0.1 0.1 -0.2 0.536
S -1.56396 -0.25850 2.18162 -0.1 0.1 0.0 0.479
C -2.13338 2.44323 0.57511 0.0 0.0 0.1 -0.358
C -3.51765 2.30028 0.66500 0.0 0.0 0.0 -0.086
C -4.32663 2.89000 -0.29099 0.0 0.0 0.0 -0.047
C -3.75688 3.62027 -1.32828 0.0 0.0 0.0 -0.043
C -2.37875 3.76001 -1.41701 0.0 0.0 0.0 -0.051
C -1.56156 3.16762 -0.46565 0.0 0.0 0.0 -0.075
C -1.23269 2.61500 3.35897 0.0 0.0 0.0 -0.339
C -2.02171 3.74930 3.49367 0.0 0.0 0.0 -0.052
C -2.05848 4.41975 4.71123 0.0 0.0 0.0 -0.044
C -1.31450 3.95657 5.78309 0.0 0.0 0.0 -0.043
C -0.51647 2.82339 5.64880 0.0 0.0 0.0 -0.051
C -0.47372 2.16092 4.43882 -0.1 0.1 0.1 -0.116
C 2.77122 2.54552 -0.01691 -0.1 0.1 0.1 -0.352
C 2.11081 2.24502 -1.20408 0.0 0.0 0.0 -0.102
C 2.73046 2.50546 -2.41829 0.0 0.0 0.0 -0.055
C 4.00515 3.05287 -2.44255 0.0 0.0 0.0 -0.046
C 4.66427 3.35413 -1.25495 0.0 0.0 0.0 -0.048
C 4.04636 3.11181 -0.04141 0.0 0.0 0.0 -0.069
C 1.92097 3.79726 2.44572 0.1 0.0 -0.1 -0.351
C 2.37731 3.93807 3.75207 0.0 0.0 0.0 -0.092
C 2.24642 5.16218 4.39247 0.0 0.0 0.0 -0.052
C 1.65128 6.22901 3.73628 0.0 0.0 0.0 -0.044
C 1.19241 6.08724 2.43120 0.0 0.0 0.0 -0.051
C 1.33439 4.87590 1.77838 0.0 0.0 0.0 -0.074
H -3.96340 1.73214 1.47437 0.0 0.0 0.0 0.115
H -5.40080 2.78304 -0.22799 0.0 0.0 0.0 0.119
H -4.39302 4.08061 -2.07212 0.0 0.0 0.0 0.119
H -1.94104 4.32912 -2.22596 0.0 0.0 0.0 0.116
H -0.48525 3.26946 -0.53882 0.0 0.0 0.0 0.080
H -2.60462 4.11367 2.65736 0.0 0.0 0.0 0.111
H -2.67682 5.30037 4.81896 0.0 0.0 0.0 0.119
H -1.35183 4.47659 6.73086 0.0 0.0 0.0 0.120
H 0.06761 2.46636 6.48664 0.0 0.0 0.0 0.120
H 0.17720 1.28415 4.36078 -0.1 0.2 0.0 0.062
H 1.11878 1.81348 -1.17484 0.0 0.0 0.0 0.075
H 2.21648 2.28620 -3.34499 0.0 0.0 0.0 0.115
H 4.48776 3.25519 -3.38929 0.0 0.0 0.0 0.118
H 5.65495 3.78696 -1.27896 0.0 0.0 0.0 0.119
H 4.55416 3.36549 0.88282 0.0 0.0 0.0 0.120
H 2.83109 3.10107 4.26725 0.0 0.0 0.0 0.084
H 2.61414 5.28157 5.40258 0.0 0.0 0.0 0.118
H 1.55374 7.18235 4.23822 0.0 0.0 0.0 0.118
H 0.74048 6.92580 1.91905 0.0 0.0 0.0 0.117
H 1.00491 4.77868 0.74950 0.0 0.0 0.0 0.107
O -0.14063 -1.52350 4.15482 -0.2 0.1 -0.1 -0.208
N 0.91475 -1.64781 4.87838 0.0 -0.2 0.2 -0.492
O 0.99915 -2.30360 5.84009 0.0 -0.1 0.1 0.246
O 1.87172 -0.93292 4.38814 0.3 0.2 -0.1 -0.216
C -0.50481 -4.14764 1.92596 0.0 0.0 0.0 -0.065
C 0.87087 -4.43197 1.30323 0.1 0.0 0.0 -0.597
C 0.76053 -5.57978 0.28724 0.0 0.0 0.0 -0.054
C 1.78276 -4.87285 2.45712 0.0 0.0 0.0 -0.068
P 1.56643 -2.89929 0.48320 0.1 -0.1 -0.1 1.111
N 1.21822 -1.66627 1.56346 0.1 -0.4 -0.3 -0.346
C 3.43455 -2.86525 0.37314 0.0 -0.1 0.0 -0.594
C 3.87298 -1.61609 -0.40616 -0.1 0.0 0.0 -0.071
C 3.96119 -4.11774 -0.34508 0.0 0.0 0.0 -0.052
C 4.07220 -2.76986 1.77049 0.0 0.0 0.0 -0.071
C 0.70484 -2.45188 -1.11332 0.0 -0.1 0.0 -0.596
C -0.79887 -2.73326 -0.99500 0.0 0.0 0.0 -0.072
C 0.84611 -0.94604 -1.37231 -0.1 0.0 0.0 -0.087
C 1.28186 -3.25494 -2.28728 0.0 0.1 0.0 -0.054
H -0.84585 -5.08437 2.37084 0.0 0.0 0.0 0.108
H -1.26079 -3.83299 1.21833 0.0 0.0 -0.1 0.066
H -0.44151 -3.41570 2.72959 0.0 0.0 0.0 0.054
H 0.46976 -6.47559 0.83832 0.0 0.0 0.0 0.107
H 1.70150 -5.79909 -0.21524 0.0 0.0 0.0 0.078
H -0.00562 -5.40025 -0.46364 0.0 0.0 0.0 0.072
H 1.26527 -5.67170 2.99038 0.0 0.0 0.0 0.107
H 1.96697 -4.06844 3.17106 0.0 0.0 0.0 0.079
H 2.73213 -5.27634 2.11837 0.0 0.0 0.0 0.076
H 3.61207 -1.66698 -1.45972 0.0 0.0 0.0 0.073
H 4.96147 -1.56792 -0.34655 0.0 0.0 0.0 0.105
H 3.47779 -0.69527 0.02756 0.0 0.0 0.0 0.058
H 3.55374 -4.23576 -1.34810 0.0 0.0 0.1 0.073
H 3.78652 -5.03178 0.21718 0.0 0.0 0.0 0.076
H 5.04209 -4.00203 -0.44404 0.0 0.0 0.0 0.108
H 3.65781 -1.95815 2.36773 0.0 0.0 0.0 0.030
H 5.13168 -2.55475 1.62319 0.0 0.0 0.0 0.105
H 4.00885 -3.69203 2.33392 0.0 0.0 0.0 0.068
H -1.24978 -2.20428 -0.15352 0.0 0.0 0.0 0.055
H -1.02940 -3.79233 -0.93142 0.0 0.0 0.0 0.072
H -1.26651 -2.35883 -1.90716 0.0 0.0 0.0 0.104
H 0.51795 -0.35882 -0.51460 0.0 0.0 0.0 0.037
H 0.18810 -0.70359 -2.21042 0.0 0.0 0.0 0.107
H 1.84812 -0.64156 -1.65050 0.1 0.0 0.0 0.061
H 1.22574 -4.33292 -2.14066 0.0 0.0 0.0 0.080
H 2.31061 -2.98170 -2.51239 0.0 0.0 0.0 0.072
H 0.68344 -3.01385 -3.16800 0.0 0.0 0.0 0.107
```
Forces are in eV/Å.

Properties
**2S+1**: 1
**E_HOMO**: -0.50573 Ha
**Kohn-Sham gap**: 7.4320 eV
**E_tot**: -99633.3704 eV
**Total charge**: +2

=====

The evaluated energy relative to the best compared isomer or geometry (same formula, charge and spin) for the records listed, in turn: 19.0 3.5 0.0 kcal/mol.